[1]
Here is a structure of composition C25H35MnN3 in a non-equilibrium geometry from the OMol25 dataset. Energies are from ωB97M-V/def2-TZVPD.

Geometry as ORCA input:
```
! RIJCOSX wB97M-V def2-TZVPD def2/J DEFGRID3
* xyz 0 6
C -2.90740 0.64332 -0.43800
C -1.75715 2.10401 -2.00436
H -2.71364 -0.49869 -0.60615
H -3.77413 0.97421 -1.10112
H -2.70978 1.20535 0.49633
H -2.54797 1.98228 -2.75380
H -1.88634 2.88198 -1.22418
H -0.67631 1.98649 -2.31677
C 1.01968 -2.59433 -1.61406
C 2.11790 -3.43601 -1.88352
C 3.33831 -2.81812 -2.24676
C 3.36363 -1.44733 -2.30076
H 0.04675 -3.03648 -1.37258
H 1.99254 -4.50097 -1.82385
H 4.20782 -3.41975 -2.47088
H 4.30500 -0.93487 -2.58319
N 1.04905 -1.26065 -1.66889
C 2.23248 -0.66034 -2.01741
C 2.26151 0.83895 -2.10502
N 1.11406 1.52243 -1.77391
C 1.19495 2.88634 -1.79940
C 3.46412 2.92386 -2.60007
C 2.32612 3.61224 -2.19634
H 0.26906 3.39780 -1.51881
H 2.25759 4.68705 -2.19879
C 3.41978 1.52924 -2.55144
H 4.28869 0.96375 -2.86145
H 4.35366 3.44712 -2.90772
Mn -1.32766 0.48115 -1.26583
C -1.26546 -0.42982 -3.12810
H -0.64784 -1.31013 -3.43505
H -1.05508 0.39103 -3.84900
H -2.34624 -0.69610 -3.21478
C 0.21677 -0.25692 5.29748
C 0.15251 0.28644 3.89346
C 0.24599 1.67590 3.70516
C 0.21730 2.19693 2.39650
C 0.39150 3.67842 2.22550
C 0.03066 1.32880 1.32044
C -0.25024 -0.05315 1.47898
C -0.00524 -0.56206 2.80448
N -0.90480 -0.72230 0.44231
C -1.64891 -2.00196 0.81625
C -0.70326 -3.11086 1.29191
C -2.67219 -1.67425 1.90329
C -2.40598 -2.52299 -0.40539
H 1.06849 0.14818 5.85870
H -0.68161 -0.00483 5.87859
H 0.30525 -1.34910 5.29177
H 0.35085 2.34610 4.55384
H -0.38726 4.23115 2.76514
H 1.35699 4.01028 2.62751
H 0.34689 3.96443 1.16938
H 0.07761 1.71320 0.28726
H -0.01665 -1.63400 3.02286
H -0.77217 -3.28712 2.37058
H -0.98067 -4.07351 0.84661
H 0.33356 -2.91669 1.00649
H -3.29747 -0.83000 1.59376
H -3.31800 -2.54022 2.07013
H -2.21428 -1.43208 2.86901
H -3.29254 -1.90063 -0.60323
H -1.76328 -2.60052 -1.29478
H -2.78754 -3.52171 -0.14833
*
```

Output
Calculated total energy in a.u.: -2288.5958
ΔE to the lowest compared entry with this formula, charge and spin in kcal/mol: 135.9
Orbital gap (spin up / spin down) in eV: 5.21 / 5.34

Mulliken analysis output, partial charges in e:
1 C -0.98
2 C -1.17
3 H -0.28
4 H 0.49
5 H 0.26
6 H 0.47
7 H 0.29
8 H 0.28
9 C -0.21
10 C -1.13
11 C -0.60
12 C -1.00
13 H 0.37
14 H 0.47
15 H 0.42
16 H 0.21
17 N 0.45
18 C 1.12
19 C 0.38
20 N 0.20
21 C 0.02
22 C -0.52
23 C -1.15
24 H 0.42
25 H 0.42
26 C -1.06
27 H 0.30
28 H 0.44
29 Mn 1.06
30 C -1.57
31 H 0.37
32 H 0.38
33 H 0.22
34 C -1.78
35 C 0.85
36 C -0.75
37 C 0.57
38 C -1.81
39 C -0.25
40 C 1.04
41 C -1.03
42 N 0.89
43 C 1.65
44 C -2.14
45 C -1.68
46 C -2.00
47 H 0.43
48 H 0.34
49 H 0.34
50 H 0.42
51 H 0.39
52 H 0.39
53 H 0.23
54 H 0.07
55 H 0.35
56 H 0.63
57 H 0.39
58 H 0.42
59 H 0.25
60 H 0.48
61 H 0.42
62 H 0.63
63 H 0.32
64 H 0.57



[2]
Here is a structure of composition C25H35N2Pb in a non-equilibrium geometry from the OMol25 dataset. Energies are from ωB97M-V/def2-TZVPD.

Geometry as ORCA input:
```
! RIJCOSX wB97M-V def2-TZVPD def2/J DEFGRID3
* xyz 1 1
C 1.21633 -2.80628 0.37296
C 2.09806 -1.99809 -0.40287
C 1.55874 -1.90452 -1.71957
C 0.31493 -2.60421 -1.74406
C 0.10624 -3.16867 -0.45354
Pb -0.27892 -0.13156 0.19238
C -2.64257 0.99014 -0.26015
C -2.72734 0.61071 1.11499
H -2.92549 1.38404 1.87159
C -2.56878 -0.70847 1.54306
H -2.89055 -1.56160 0.93282
H -2.37479 -0.94205 2.59628
C -2.73709 2.44036 -0.59833
H -2.18537 3.08641 0.10614
H -2.36277 2.64693 -1.60732
H -3.79741 2.75494 -0.57687
C -3.12213 0.00065 -1.29279
H -2.86080 -1.04280 -1.04289
H -4.23061 0.04703 -1.34093
H -2.73898 0.22655 -2.30326
C 3.35513 -1.37364 0.06785
H 3.30591 -1.12116 1.13465
H 4.20252 -2.06112 -0.06797
H 3.58171 -0.45750 -0.49250
C 2.21065 -1.21607 -2.85739
H 2.54606 -0.20089 -2.58520
H 3.09975 -1.77891 -3.19049
H 1.53267 -1.12805 -3.71808
C -0.57984 -2.74954 -2.91552
H -0.57086 -1.85296 -3.55183
H -0.26457 -3.59906 -3.54262
H -1.61660 -2.93771 -2.60490
C -1.04018 -4.01389 -0.05159
H -1.96577 -3.70573 -0.55813
H -0.86278 -5.06885 -0.31539
H -1.21406 -3.97127 1.03119
C 1.42575 -3.22239 1.77856
H 0.47281 -3.38398 2.30309
H 1.98523 -4.17157 1.82088
H 2.00922 -2.47954 2.34152
C 0.16845 1.50060 -1.43571
C 0.80027 2.59802 -0.96369
C -0.12855 1.35747 -2.77885
C 1.25519 3.61043 -1.85687
H 1.06294 2.57590 0.10858
C 0.21986 2.39384 -3.67085
H -0.64119 0.47667 -3.15946
C 0.92226 3.50851 -3.21287
H 1.85690 4.45331 -1.50015
H -0.04415 2.30229 -4.72532
H 1.23572 4.28059 -3.91835
C 0.63530 3.56358 4.64438
N 0.57564 2.25762 3.98590
C 0.67927 1.01125 4.61447
C 0.54999 0.07217 3.62636
N 0.38602 0.72503 2.40217
C 0.38600 2.04512 2.66282
H -0.17057 3.64402 5.39723
H 1.61112 3.69116 5.14833
H 0.50843 4.34175 3.87186
H 0.81162 0.90651 5.68308
H 0.58248 -1.00803 3.71298
H 0.27359 2.86653 1.95016
*
```

Output
Calculated total energy in a.u.: -1275.5734
ΔE to the lowest compared entry with this formula, charge and spin in kcal/mol: 40.3
Orbital gap (spin up / spin down) in eV: 4.45 / 3.28

Mulliken analysis output, partial charges in e:
1 C 0.45
2 C 0.19
3 C 0.69
4 C 0.57
5 C 0.58
6 Pb 1.07
7 C 0.77
8 C -0.12
9 H 0.44
10 C -0.99
11 H 0.30
12 H 0.33
13 C -1.47
14 H 0.28
15 H 0.29
16 H 0.41
17 C -0.74
18 H 0.04
19 H 0.41
20 H 0.20
21 C -1.60
22 H 0.34
23 H 0.32
24 H 0.35
25 C -1.36
26 H 0.24
27 H 0.38
28 H 0.39
29 C -1.53
30 H 0.35
31 H 0.34
32 H 0.30
33 C -1.51
34 H 0.36
35 H 0.31
36 H 0.34
37 C -1.51
38 H 0.35
39 H 0.31
40 H 0.34
41 C 0.68
42 C -0.22
43 C -0.29
44 C -0.81
45 H 0.29
46 C -0.78
47 H 0.23
48 C -0.63
49 H 0.41
50 H 0.45
51 H 0.38
52 C -0.86
53 N 0.11
54 C -0.68
55 C -0.66
56 N 0.29
57 C -0.21
58 H 0.34
59 H 0.34
60 H 0.28
61 H 0.44
62 H 0.43
63 H 0.27



[3]
Here is a structure of composition C25H35N4O4OsP2 in a non-equilibrium geometry from the OMol25 dataset. Energies are from ωB97M-V/def2-TZVPD.

Geometry as ORCA input:
```
! RIJCOSX wB97M-V def2-TZVPD def2/J DEFGRID3
* xyz 3 1
Os -0.24238 0.67750 0.28771
C 2.38181 -0.81836 0.70469
P 2.14012 -2.46983 -0.01334
C 0.94274 -3.20117 1.10295
N 1.46094 -4.17459 1.80668
C 0.70129 -4.82388 2.70294
C 1.25169 -5.84429 3.51852
C 0.41803 -6.52761 4.34656
C -0.97771 -6.23026 4.39733
C -1.52848 -5.23215 3.63755
C -0.69184 -4.49328 2.78680
N -1.20559 -3.48298 2.03122
C -0.44429 -2.82826 1.19582
P -1.34626 -1.40772 0.38540
C -3.00110 -1.57514 1.07784
C -1.41512 -1.60384 -1.46796
C -0.22141 -0.78172 -2.02139
C -1.35923 -3.06270 -1.89977
C -2.71247 -0.92324 -1.94699
C 3.78379 -3.31712 -0.18814
C 4.55446 -3.13183 1.12797
C 3.53210 -4.78798 -0.53965
C 4.48318 -2.59299 -1.35334
H 2.99392 -0.17040 0.07779
H 2.84326 -0.93241 1.68838
H 1.41322 -0.30771 0.85162
H 2.30936 -6.06479 3.46254
H 0.81248 -7.31501 4.97590
H -1.61352 -6.81306 5.05245
H -2.58458 -5.00221 3.67694
H -3.43762 -2.52992 0.78756
H -3.61185 -0.75436 0.70586
H -2.95631 -1.53487 2.16362
H 0.75013 -1.26942 -1.88150
H -0.13809 0.29465 -1.62704
H -0.33775 -0.58030 -3.08860
H -0.40412 -3.53496 -1.65062
H -1.49153 -3.13314 -2.98291
H -2.16025 -3.63983 -1.43462
H -2.81857 0.09585 -1.57018
H -3.59594 -1.49494 -1.66512
H -2.69355 -0.86929 -3.03780
H 3.98990 -3.44895 2.00323
H 4.90921 -2.10859 1.26146
H 5.43741 -3.77421 1.04802
H 3.18613 -5.36172 0.31708
H 4.48059 -5.20941 -0.87780
H 2.82175 -4.90564 -1.36049
H 4.63418 -1.52765 -1.16438
H 3.95013 -2.71748 -2.29713
H 5.47053 -3.04090 -1.47475
N -0.65002 1.37384 2.19039
H 0.07795 2.03039 2.47731
H -0.75885 0.68788 2.93074
H -1.51753 1.91025 2.13732
O 0.78260 2.40599 0.02543
C -0.28683 3.09482 -0.25909
O -1.33053 2.32210 -0.28016
C -0.31979 4.50537 -0.46678
C -1.54040 5.12740 -0.77617
C -1.57992 6.49698 -0.92305
C -0.40005 7.20351 -0.76923
C 0.81825 6.61832 -0.47576
C 0.86141 5.24963 -0.31646
N -0.44849 8.67658 -0.92042
O 0.59146 9.23264 -1.18826
O -1.52534 9.20208 -0.75517
H -2.44128 4.53944 -0.89324
H -2.49926 7.02214 -1.14101
H 1.70129 7.23447 -0.38245
H 1.79761 4.75627 -0.09397
*
```

Output
Calculated total energy in a.u.: -2265.7979
Orbital gap (spin up / spin down) in eV: 2.77 / 2.85

Mulliken analysis output, partial charges in e:
1 Os 1.46
2 C -0.11
3 P 0.11
4 C 0.55
5 N 0.07
6 C 0.49
7 C -0.79
8 C -0.60
9 C -0.51
10 C -0.55
11 C 0.30
12 N -0.27
13 C -0.49
14 P 0.59
15 C -1.44
16 C 1.34
17 C -1.46
18 C -1.55
19 C -1.76
20 C 1.70
21 C -1.62
22 C -1.60
23 C -1.63
24 H 0.50
25 H 0.60
26 H -0.71
27 H 0.49
28 H 0.45
29 H 0.45
30 H 0.53
31 H 0.46
32 H 0.48
33 H 0.48
34 H 0.11
35 H 0.48
36 H 0.55
37 H 0.23
38 H 0.50
39 H 0.37
40 H 0.29
41 H 0.41
42 H 0.53
43 H 0.34
44 H 0.40
45 H 0.51
46 H 0.33
47 H 0.51
48 H 0.40
49 H 0.42
50 H 0.42
51 H 0.51
52 N -0.72
53 H 0.35
54 H 0.34
55 H 0.34
56 O -0.72
57 C 0.94
58 O -0.76
59 C 0.10
60 C -0.44
61 C -0.69
62 C 0.30
63 C -0.66
64 C -0.44
65 N 0.90
66 O -0.52
67 O -0.52
68 H 0.48
69 H 0.49
70 H 0.49
71 H 0.48